Formula: C4H3NOS2
Source: the OMol25 dataset
Level of theory: ωB97M-V with the def2-TZVPD basis set

**SMILES**: N#C[C@@H](C=S)OC=S
**E_LUMO**: -1.59 eV
**Energy above the lowest of the compared OMol25 structures with the same formula, charge and spin**: 244.66 kJ/mol
**Electronic energy**: -1080.49607 Ha
**Frontier orbital gap**: 7.90 eV

```
11
C4H3NOS2 (ωB97M-V with the def2-TZVPD basis set)
S -3.30 -0.65 0.05
C 1.69 -0.36 0.57
H 1.63 -0.13 1.64
N 0.62 2.84 0.13
C 0.53 0.22 -0.24
H -1.58 0.77 -1.12
O -0.72 -0.29 0.38
S 2.98 -1.05 -0.17
C -1.83 -0.03 -0.38
C 0.60 1.71 -0.17
H 0.56 -0.27 -1.28
```